[1]
A molecular structure, C30H30GeN4S2SiTc at a distorted geometry, computed with ωB97M-V/def2-TZVPD.

Structure (XYZ):
```
69
Properties=species:S:1:pos:R:3:forces:R:3
Tc -0.030 -0.225 0.094 4.4071 -6.1472 -0.2307
N -1.604 -0.813 -3.330 -0.2408 0.2556 0.7004
C -2.190 -0.245 -2.279 -0.3896 -0.3391 -1.7129
N -1.575 -0.025 -1.129 1.3641 0.4480 0.4298
C -2.392 0.574 -0.170 -2.2240 0.5510 -0.3587
C -3.648 0.802 -0.644 0.7864 -0.2324 0.1692
S -3.846 0.286 -2.279 0.6340 -0.1689 0.1796
C -1.962 0.932 1.196 -1.7571 0.9893 1.1603
C -2.781 1.525 2.107 0.5956 -0.3915 -0.4342
S -1.993 1.834 3.611 0.4704 -0.3317 -0.4160
C -0.543 1.132 2.956 0.6353 0.5448 1.6776
N -0.682 0.720 1.709 0.8850 0.0646 -1.1139
N 0.592 1.024 3.645 -0.6320 -0.0310 -0.4515
H -0.640 -1.107 -3.284 0.0201 -0.0176 -0.1056
H -2.123 -0.986 -4.177 0.0407 -0.0127 -0.1163
H -4.480 1.240 -0.132 -0.1874 0.1346 0.1397
H -3.810 1.799 1.992 -0.2541 0.0775 -0.0566
H 0.644 1.331 4.604 0.0889 0.0345 0.0498
H 1.413 0.617 3.224 0.0559 0.0335 0.0661
C -2.149 -4.571 3.385 0.7912 0.1918 -0.6907
Si -1.247 -4.864 1.718 -0.9557 -1.5614 0.3499
C -2.561 -5.505 0.452 0.9577 0.7139 0.3683
C 0.357 -5.876 1.738 -0.5877 0.5515 0.0857
C -0.759 -3.177 1.081 -0.5721 -1.7072 0.6538
C -0.325 -2.121 0.655 0.8882 4.7610 -1.5270
H -2.471 -5.515 3.815 0.0377 -0.2358 -0.0727
H -3.025 -3.941 3.265 -0.0929 0.0743 -0.1388
H -1.471 -4.094 4.086 0.0551 0.0505 0.2276
H -2.886 -6.498 0.740 0.0520 -0.1989 0.1858
H -2.111 -5.552 -0.532 -0.0166 -0.1055 -0.2535
H -3.422 -4.847 0.425 -0.1428 0.1107 0.0256
H 0.180 -6.905 2.040 -0.1697 -0.1039 0.0547
H 1.071 -5.448 2.436 0.0697 0.0530 0.1237
H 0.831 -5.896 0.759 -0.0369 0.0380 -0.1604
C 1.690 -0.622 -0.398 -4.9133 2.0632 1.2308
Ge 3.558 -1.165 -0.774 2.9126 -0.9143 -1.6103
C 4.829 0.382 -0.703 -1.0453 -0.8346 0.4162
C 4.655 1.495 -1.511 -0.2485 0.2349 0.0193
C 5.524 2.568 -1.396 0.0340 -0.2075 -0.1771
C 6.578 2.499 -0.496 0.0822 0.2623 -0.1168
C 6.750 1.386 0.304 0.2525 -0.3044 0.0171
C 5.888 0.306 0.193 -0.2303 0.1142 0.2549
C 4.031 -2.674 0.413 -0.5732 0.5309 0.0272
C 5.291 -3.240 0.214 -0.1053 0.5051 -0.3591
C 5.763 -4.213 1.073 -0.1685 -0.2039 0.1272
C 4.960 -4.647 2.118 -0.0977 0.0636 -0.0146
C 3.695 -4.101 2.303 -0.0290 -0.2373 0.0945
C 3.214 -3.128 1.445 0.2713 0.2843 -0.1400
C 3.680 -1.929 -2.659 -0.7408 0.8042 1.8633
C 2.867 -3.015 -2.915 -0.2053 -0.0706 -0.5252
C 2.915 -3.591 -4.176 -0.2228 -0.3407 0.2988
C 3.778 -3.093 -5.135 0.0349 -0.1029 -0.3010
C 4.584 -2.005 -4.859 0.2481 0.1128 0.2337
C 4.552 -1.421 -3.597 0.0298 0.2535 -0.3669
H 3.843 1.531 -2.225 -0.0803 0.0678 -0.0860
H 5.391 3.435 -2.024 0.0428 0.0759 -0.0413
H 7.286 3.314 -0.446 -0.0247 0.0902 0.1143
H 7.570 1.333 1.007 0.0655 0.0420 -0.0361
H 6.031 -0.569 0.812 0.0057 -0.0194 0.0897
H 5.906 -2.908 -0.614 0.0818 -0.0039 -0.0139
H 6.743 -4.640 0.924 0.0627 -0.0286 -0.0306
H 5.313 -5.423 2.778 0.0404 -0.0172 0.1160
H 3.084 -4.441 3.125 -0.0449 -0.0784 0.0933
H 2.221 -2.708 1.567 0.0185 -0.0667 0.1857
H 2.203 -3.406 -2.153 -0.0306 -0.1261 0.0340
H 2.286 -4.444 -4.389 0.0259 -0.0812 -0.1098
H 3.839 -3.569 -6.103 -0.0755 0.0153 -0.0817
H 5.257 -1.606 -5.604 0.0583 -0.0662 -0.0768
H 5.202 -0.585 -3.380 -0.0066 0.0901 0.0634
```
Positions in Å, forces in eV/Å.

Total charge   +3
M   709.428 g/mol
HOMO energy (spin up / spin down)   -15.819 / -15.814 eV
2S+1   1
ΔE to the lowest compared entry with this formula, charge and spin   258.3 kJ/mol

=====

[2]
A molecular structure, C45H39InN3O4P2S at a distorted geometry, computed with ωB97M-V/def2-TZVPD.

Structure (XYZ):
```
95
Properties=species:S:1:pos:R:3:forces:R:3
In 1.409 1.787 1.068 0.3039 0.1434 -0.0583
C -5.082 -4.169 1.160 -0.0099 0.0051 0.0224
C -4.062 -3.136 1.642 -0.0166 -0.0021 -0.0158
C -4.308 -2.841 3.134 0.0192 0.0231 0.0139
C -2.638 -3.648 1.489 0.0289 -0.0221 0.0079
C -2.288 -4.989 1.599 -0.0262 -0.0118 -0.0319
C -0.966 -5.405 1.549 -0.0002 -0.0158 0.0026
C 0.045 -4.473 1.390 0.0195 0.0281 0.0595
C -0.261 -3.122 1.269 -0.0813 0.0121 0.0185
P 0.996 -1.818 1.072 0.0070 0.0014 0.1501
C 2.407 -2.458 2.046 0.0179 -0.0127 -0.0586
C 2.508 -2.012 3.363 -0.0043 0.0068 0.0021
C 3.541 -2.448 4.179 0.0096 -0.0111 -0.0008
C 4.500 -3.317 3.678 -0.0001 0.0087 -0.0027
C 4.419 -3.755 2.364 -0.0033 -0.0064 -0.0013
C 3.375 -3.332 1.553 -0.0008 -0.0026 0.0021
C 1.592 -2.114 -0.616 -0.0197 0.0342 -0.0544
C 2.618 -1.102 -1.025 0.0320 -0.1136 -0.0028
C 3.380 -1.347 -2.325 -0.0028 -0.0947 0.0564
C 2.666 -2.230 -3.294 0.0005 0.0352 -0.0251
C 1.641 -2.985 -2.906 -0.0050 -0.0182 0.0142
C 1.131 -2.972 -1.529 -0.0060 -0.0174 0.0070
C -1.601 -2.737 1.321 0.0058 0.0319 -0.0948
O -1.851 -1.393 1.195 -0.0569 -0.0239 0.0003
C -3.078 -1.011 0.705 0.0166 0.0894 0.0288
C -3.140 0.232 0.072 0.0460 -0.1366 0.0491
C -4.377 0.663 -0.400 0.0318 -0.0264 -0.0430
C -5.501 -0.127 -0.252 -0.0378 0.0423 -0.0155
C -5.402 -1.361 0.373 -0.0046 -0.0507 -0.0018
C -4.192 -1.830 0.868 0.0216 0.0493 -0.0220
P -1.620 1.229 -0.181 -0.0520 -0.0642 -0.0309
C -2.042 2.797 0.658 0.0135 -0.0299 0.0378
C -3.002 2.876 1.664 -0.0002 0.0118 -0.0333
C -3.172 4.051 2.386 0.0034 0.0095 -0.0026
C -2.385 5.160 2.115 -0.0097 -0.0056 -0.0007
C -1.417 5.090 1.123 0.0138 0.0169 -0.0094
C -1.242 3.916 0.408 -0.0229 -0.0037 0.0562
C -1.795 1.616 -1.962 -0.0420 -0.0233 0.0297
C -1.311 0.645 -2.840 0.0675 0.0215 -0.0184
C -1.396 0.826 -4.211 0.0140 -0.0032 0.0041
C -1.951 1.992 -4.724 -0.0072 0.0134 0.0064
C -2.430 2.965 -3.858 0.0068 -0.0019 -0.0076
C -2.359 2.776 -2.482 0.0065 0.0402 -0.0124
H -4.992 -5.097 1.723 -0.0032 0.0021 0.0099
H -4.956 -4.390 0.099 -0.0002 -0.0052 0.0002
H -6.098 -3.814 1.323 0.0037 -0.0040 -0.0021
H -4.204 -3.755 3.722 0.0016 -0.0009 -0.0006
H -5.313 -2.443 3.279 -0.0017 -0.0008 -0.0001
H -3.591 -2.109 3.511 -0.0007 0.0008 -0.0002
H -3.059 -5.734 1.739 -0.0040 0.0023 -0.0058
H -0.727 -6.455 1.647 0.0026 -0.0018 -0.0016
H 1.080 -4.791 1.372 0.0000 -0.0020 0.0050
H 1.768 -1.321 3.753 0.0053 0.0020 -0.0020
H 3.603 -2.103 5.202 -0.0007 0.0018 0.0005
H 5.312 -3.650 4.310 -0.0007 -0.0009 0.0011
H 5.165 -4.433 1.971 0.0010 0.0006 -0.0014
H 3.309 -3.694 0.533 0.0006 -0.0020 -0.0024
H 3.312 -0.892 -0.207 -0.0153 0.0637 0.0045
H 4.397 -1.690 -2.136 -0.0029 0.0104 -0.0223
H 3.046 -2.258 -4.307 -0.0043 -0.0002 -0.0034
H 1.168 -3.654 -3.613 -0.0092 0.0140 -0.0076
H 0.354 -3.679 -1.264 0.0121 0.0047 -0.0052
H -4.451 1.621 -0.901 -0.0001 -0.0006 0.0043
H -6.458 0.213 -0.625 -0.0024 0.0028 -0.0005
H -6.294 -1.962 0.480 0.0060 -0.0016 -0.0062
H -3.626 2.020 1.886 0.0011 -0.0008 0.0064
H -3.925 4.098 3.161 0.0007 -0.0024 0.0007
H -2.523 6.075 2.677 0.0019 -0.0005 -0.0016
H -0.793 5.948 0.908 0.0005 0.0000 -0.0005
H -0.479 3.872 -0.362 0.0399 0.0073 -0.0486
H -0.850 -0.253 -2.441 -0.0170 -0.0030 0.0044
H -1.022 0.063 -4.881 -0.0015 -0.0027 0.0011
H -2.015 2.139 -5.794 0.0014 0.0023 -0.0008
H -2.872 3.872 -4.253 0.0006 -0.0031 0.0020
H -2.744 3.540 -1.817 0.0007 -0.0077 -0.0033
N 1.313 2.660 -2.082 0.0013 0.0425 0.0440
N 2.195 1.862 -2.818 0.1322 0.2453 0.2753
C 2.692 0.797 -2.178 -0.5376 -0.6284 -0.6506
O 3.495 0.001 -2.875 0.0512 0.2891 0.1947
O 1.908 0.144 -1.327 0.2897 0.1215 -0.0234
H 0.585 3.001 -2.697 -0.0290 -0.0466 0.0494
H 1.796 3.402 -1.573 0.0353 0.0379 -0.0215
H 2.836 2.294 -3.474 -0.0251 0.0057 -0.0064
O 2.563 3.881 0.252 -0.3507 -0.1385 -0.0403
N 3.802 4.182 -0.063 0.0995 -0.0543 -0.0074
C 4.165 5.482 0.043 0.0191 0.0351 -0.0139
C 5.427 5.904 -0.277 -0.0108 0.0219 0.0056
C 6.354 4.967 -0.726 0.0105 -0.0354 -0.0164
C 5.972 3.650 -0.826 0.0034 0.0556 -0.0370
C 4.681 3.230 -0.482 0.1367 -0.1368 -0.0727
S 4.271 1.544 -0.494 -0.1214 0.1965 0.3497
H 3.374 6.125 0.396 -0.0036 -0.0108 0.0056
H 5.674 6.950 -0.174 0.0004 -0.0004 0.0024
H 7.358 5.267 -0.989 0.0016 0.0004 -0.0027
H 6.660 2.891 -1.167 0.0053 -0.0012 0.0169
```
Positions in Å, forces in eV/Å.

Total charge   +1
M   894.657 g/mol
HOMO energy   -10.090 eV
2S+1   1
ΔE to the lowest compared entry with this formula, charge and spin   0.0 kJ/mol

=====

[3]
2 unconnected molecules or ions with the total composition C11H17NO2 at a distorted geometry, computed with ωB97M-V/def2-TZVPD.

Structure (XYZ):
```
31
Properties=species:S:1:pos:R:3:forces:R:3
C -0.167 2.130 -1.177 0.2913 0.2817 0.3066
C 0.437 3.507 -0.855 -0.5052 -0.1516 -0.2827
C 0.877 1.041 -1.281 -0.1273 -0.1322 -0.8601
C 1.976 0.910 -0.450 0.0661 -0.1980 0.9179
C 0.770 0.136 -2.343 0.3837 0.0037 -0.1521
C 2.929 -0.093 -0.628 -0.5978 0.2666 -0.3599
C 1.731 -0.829 -2.598 -0.1641 -0.1689 0.8615
C 2.804 -0.937 -1.717 0.2871 -0.2135 -0.2506
O 3.729 -1.913 -1.978 0.1434 -0.0054 0.3110
H -0.898 1.870 -0.407 -0.0799 0.0228 0.0263
H -0.720 2.193 -2.121 0.1148 -0.1175 0.1150
H -0.309 4.286 -1.030 -0.0332 -0.0232 0.2932
H 2.073 1.514 0.451 -0.0303 0.1679 -0.2860
H -0.070 0.221 -3.013 -0.2097 -0.0238 -0.0957
H 3.733 -0.229 0.080 0.1495 0.0807 0.0575
H 1.611 -1.607 -3.336 0.0230 0.2180 -0.3131
H 4.399 -1.882 -1.281 -0.1218 -0.0986 -0.2622
H 1.251 3.734 -1.540 0.2491 -0.0975 0.1420
H 0.770 3.545 0.183 0.1266 0.1690 -0.1320
C -2.465 -1.087 1.344 1.0492 -0.1513 -0.2169
C -1.899 -0.142 2.409 -0.8829 0.6587 -0.3006
C -2.840 -2.503 1.736 -0.0410 -0.0741 0.2547
O -3.708 -3.120 1.159 -0.1801 -0.1271 -0.0449
N -2.121 -3.017 2.776 0.6030 0.5236 0.2547
H -3.301 -0.646 0.802 -0.0879 -0.0822 0.2665
H -1.659 -1.172 0.604 -0.1910 -0.2263 -0.1951
H -2.553 -0.067 3.280 0.1803 -0.1275 0.1073
H -2.241 -3.929 3.177 -0.3182 -0.1159 -0.3962
H -1.340 -2.482 3.123 -0.1625 -0.0659 0.0571
H -1.941 0.833 1.925 0.1505 0.2736 0.1897
H -0.858 -0.264 2.707 -0.0847 -0.4657 -0.0127
```
Positions in Å, forces in eV/Å.

SMILES string   CCc1ccc(O)cc1.CCC(N)=O
Total charge   0
M   195.262 g/mol
HOMO energy   -8.507 eV
2S+1   1
ΔE to the lowest compared entry with this formula, charge and spin   0.0 kJ/mol

=====

[4]
4 unconnected molecules or ions with the total composition C7H17NO3 at a distorted geometry, computed with ωB97M-V/def2-TZVPD.

Structure (XYZ):
```
28
Properties=species:S:1:pos:R:3:forces:R:3
C 1.225 0.097 2.281 -0.0808 0.7537 1.3046
C -0.115 0.048 2.247 0.2321 -0.8168 -0.9476
N -0.896 -0.931 1.684 -0.1092 0.4062 0.5749
C -0.390 -2.069 0.977 0.4369 -0.3042 -0.1697
C 1.750 0.065 -2.938 -0.2625 -0.9964 -0.3930
C 1.308 -1.071 -2.403 -0.0192 0.3872 1.1091
C 0.995 -1.128 -0.950 0.1348 -0.0321 -0.7121
C -0.011 -1.847 -0.472 0.1104 -0.5890 0.0355
H 1.965 -0.643 2.024 -0.2886 -0.2455 -0.3812
H 1.588 0.892 2.924 0.3249 -0.0065 -0.1962
H -0.710 0.856 2.652 0.1002 0.0384 0.0699
H -1.814 -0.615 1.466 -0.5433 -0.0394 -0.2347
H 0.459 -2.469 1.531 0.3307 0.2559 0.0480
H -1.088 -2.901 1.043 -0.4193 0.1870 -0.0968
H 1.879 0.933 -2.308 0.0777 0.1703 -0.2088
H 1.926 0.085 -4.006 0.2043 0.4136 0.0654
H 1.182 -2.010 -2.931 -0.1114 0.2130 -0.4013
H 1.644 -0.522 -0.341 -0.0516 0.1232 0.4239
H -0.569 -2.429 -1.207 -0.0705 -0.0132 0.1025
H 0.807 3.052 2.373 0.0369 -0.3536 -0.0897
H 0.764 2.369 0.967 0.1646 -0.4018 0.4236
O 0.774 3.211 1.428 -0.2781 0.7874 -0.4031
H -2.059 2.443 -0.575 -0.2875 -0.2662 -0.1121
H -1.437 3.010 0.643 -0.1395 -0.0535 0.4017
O -2.201 2.474 0.378 0.5320 0.2442 -0.2364
H -1.845 -0.831 -2.490 0.1734 -0.2219 0.0275
H -2.900 -0.099 -1.659 -0.0112 -0.0691 0.0321
O -2.231 0.030 -2.336 -0.1864 0.4291 -0.0360
```
Positions in Å, forces in eV/Å.

SMILES string   C=C/C=C/CNC=C.O.O.O
Total charge   0
M   163.217 g/mol
HOMO energy   -8.247 eV
2S+1   1
ΔE to the lowest compared entry with this formula, charge and spin   174.4 kJ/mol